(1)
58
Properties=species:S:1:pos:R:3:mulliken_spin:R:1 method="wB97M-V/def2-TZVPD" orbital_gap_ev="8.043 / 8.888" relative_energy_kcal_mol=44.7 homo_ev="-11.966 / -11.966" largest_force_ev_per_a=2.2 total_charge=+1 s2=0.756 spin_multiplicity=2 total_energy_ev=-97596.34050
H -4.24 1.18 4.18 0.0000
H -3.21 -3.38 -1.56 0.0002
O 1.01 -0.89 -1.42 0.0378
H -2.68 -4.86 2.66 0.0001
P 0.95 -1.96 -2.50 0.0053
H -2.91 -0.57 -3.53 0.0000
N -0.62 1.69 0.91 0.0152
C -3.70 0.80 3.32 0.0004
H -1.63 1.66 1.04 -0.0011
C -1.34 -1.79 2.35 -0.0012
C -0.83 -2.28 -2.95 0.0005
C -3.10 -2.62 4.01 0.0004
C -0.32 -3.22 0.88 -0.0017
H -0.16 -1.41 -4.55 0.0002
C -3.99 -0.96 6.44 0.0000
C -4.77 -1.45 5.23 0.0000
H -2.04 -3.89 -3.74 0.0000
H -3.19 -1.66 6.67 0.0000
Co 0.19 -0.43 0.22 0.9399
O 1.76 1.55 3.57 0.0000
C -2.19 -2.79 2.82 -0.0006
C -1.10 -3.76 -3.20 -0.0002
N -0.45 -2.00 1.38 0.0244
H -3.66 -0.96 2.06 0.0003
O -1.03 -1.49 -4.11 0.0001
H -3.55 0.02 6.26 0.0000
H -1.36 -0.80 2.78 -0.0021
O -3.05 -3.45 4.89 0.0001
H 0.45 -3.36 0.14 0.0027
H -5.60 -0.78 5.01 0.0000
O 1.36 0.23 1.86 -0.0058
H -4.64 -0.89 7.30 0.0000
H -5.24 -0.59 2.77 0.0000
C 1.08 1.24 2.49 0.0001
H -3.90 1.46 2.48 0.0000
H -0.40 2.33 0.15 0.0010
O 1.43 -3.35 -1.81 0.0004
C -2.05 -4.07 2.28 -0.0008
H -2.63 0.81 3.55 -0.0004
H -5.17 -2.45 5.45 0.0000
O -1.67 -0.52 -0.82 -0.0098
H 2.17 2.63 5.20 0.0000
H 2.20 -3.67 -2.27 0.0002
C -4.16 -0.62 2.97 -0.0006
H 1.62 3.61 3.83 0.0000
H -0.29 -4.16 -3.82 0.0000
H -0.09 2.97 2.48 0.0000
O 1.67 -1.69 -3.75 0.0017
N -3.93 -1.55 4.05 0.0001
N 0.04 2.03 2.11 -0.0050
P -2.08 -1.55 -1.81 -0.0007
H 0.44 2.64 4.77 0.0000
C -1.10 -4.29 1.31 -0.0003
H -0.95 -5.27 0.89 -0.0003
C 1.46 2.68 4.38 -0.0001
O -2.79 -2.73 -1.01 0.0000
H -1.11 -4.30 -2.27 0.0000
O -3.24 -1.02 -2.75 -0.0006

***

(2)
55
Properties=species:S:1:pos:R:3:mulliken_spin:R:1 method="wB97M-V/def2-TZVPD" orbital_gap_ev="8.794 / 8.199" relative_energy_kcal_mol=25.2 homo_ev="-8.415 / -7.839" largest_force_ev_per_a=3.8 total_charge=0 s2=6.007 spin_multiplicity=5 total_energy_ev=-79422.06675
O 1.77 0.22 0.01 0.0100
C -1.30 -2.56 2.25 0.0029
N 0.44 2.75 -0.28 0.0524
O -0.09 -0.32 2.67 0.0018
O -2.06 1.61 -0.55 0.0172
H 1.02 3.39 -0.81 0.0043
C 1.18 -0.71 -4.42 0.0010
O 0.07 -1.39 -2.30 -0.0041
C -1.07 -1.04 1.98 0.0092
F -1.80 -2.72 3.49 0.0004
H -1.87 3.28 -1.78 -0.0024
C 0.12 -0.41 -3.34 -0.0118
C -1.97 3.01 -0.72 0.0085
C 2.31 1.33 0.68 -0.0189
H 3.20 1.74 0.18 0.0005
H -1.14 3.21 1.12 -0.0034
H -0.97 0.19 4.54 -0.0001
H 1.24 1.32 3.88 0.0010
C 0.00 -2.76 -2.63 0.0102
H 2.69 1.06 1.68 0.0008
H 2.01 -0.12 4.27 0.0001
H -0.11 -1.32 4.56 0.0003
O 0.13 0.78 -2.70 0.0663
H -0.79 -3.05 -3.33 0.0001
H -3.64 1.37 -1.83 -0.0002
H 0.55 1.78 1.61 0.0130
H 1.10 0.82 5.55 0.0001
H 3.64 -0.84 0.00 0.0003
F 1.09 -1.89 -5.05 0.0004
H -0.57 -4.54 -1.57 0.0001
F 1.17 0.23 -5.38 0.0000
C 1.11 0.45 4.53 -0.0002
H 2.25 -1.51 -0.90 0.0003
H -4.09 1.28 -0.14 0.0003
H 0.94 -3.12 -3.06 0.0011
H -2.02 -0.53 2.22 0.0002
C -0.17 -3.55 -1.35 -0.0061
H -2.88 3.51 -0.38 -0.0002
Fe -0.16 0.57 -0.66 3.7977
C 2.78 -0.60 -0.62 -0.0022
H 1.57 3.20 1.45 0.0013
H -0.81 4.59 0.11 0.0006
H 3.27 -0.15 -1.49 -0.0003
F -2.15 -3.08 1.34 -0.0001
H -3.22 -0.07 -0.73 0.0007
C -0.76 3.50 0.13 0.0057
H -0.87 -3.03 -0.69 0.0027
F 2.43 -0.64 -3.89 0.0002
H 0.74 -3.59 -0.75 0.0001
F -0.23 -3.34 2.14 0.0002
C -3.32 1.01 -0.86 -0.0022
H -0.87 -0.56 -3.82 0.0008
O -0.99 -0.74 0.64 0.0548
C -0.12 -0.34 4.10 0.0013
C 1.20 2.33 0.91 -0.0163

***

(3)
44
Properties=species:S:1:pos:R:3:lowdin_charge:R:1 method="wB97M-V/def2-TZVPD" orbital_gap_ev=5.832 relative_energy_kcal_mol=7.1 homo_ev=-11.536 largest_force_ev_per_a=3.0 total_charge=+1 total_energy_ev=-81389.49837
H 1.40 0.10 -3.99 0.1145
H -2.74 -1.96 -3.02 0.1233
H -0.74 -1.17 4.73 0.0408
H 1.69 0.16 -2.23 0.0867
C -1.00 -0.04 -2.62 0.0569
H -4.76 2.58 -3.49 0.1228
C -0.98 -1.23 3.66 -0.2297
C 2.02 -2.02 0.53 -0.2353
H 5.12 0.02 2.38 0.0267
C -5.15 0.46 -3.31 -0.0096
C -2.94 1.45 -3.17 0.0277
H 0.95 -1.87 0.32 -0.0128
H -0.38 0.05 1.13 -0.0070
H 5.20 -0.98 0.89 0.0205
H -0.21 1.68 4.58 0.0407
H 4.79 -1.74 2.46 0.0269
H 2.24 0.60 3.71 0.0358
H 1.55 1.33 0.17 -0.0060
C -4.32 1.60 -3.34 -0.0286
Si -0.04 0.07 2.68 0.5076
H -6.24 0.57 -3.38 0.1292
H 0.13 2.54 3.07 0.0231
H -0.56 -1.05 -2.53 0.1694
H 2.14 -2.93 1.13 0.0306
C -3.23 -0.99 -3.03 0.0149
H 3.15 0.97 -0.54 0.0103
H 2.57 -2.14 -0.42 0.0156
H -1.51 1.94 3.40 0.0227
H -2.27 2.31 -3.28 0.1321
H -5.25 -1.72 -3.21 0.1234
C 1.81 -0.25 3.15 -0.3895
C 4.67 -0.83 1.85 -0.2227
C -0.44 1.72 3.51 -0.2295
H -0.75 -2.25 3.32 0.0233
H -2.06 -1.07 3.56 0.0224
C 1.25 0.69 -3.08 0.0218
H 3.03 1.98 0.93 0.0329
C -2.39 0.16 -2.90 -0.1672
H 1.70 1.67 -3.20 0.1125
Ge 2.79 -0.50 1.48 0.6833
O -0.16 0.94 -2.86 -0.0268
C -4.61 -0.83 -3.19 -0.0343
H 1.92 -1.14 3.78 0.0358
C 2.60 1.12 0.40 -0.2353

***

(4)
55
Properties=species:S:1:pos:R:3:lowdin_charge:R:1 method="wB97M-V/def2-TZVPD" orbital_gap_ev=6.167 relative_energy_kcal_mol=15.0 homo_ev=-3.679 largest_force_ev_per_a=3.0 total_charge=-1 total_energy_ev=-54668.61448
H -4.81 -1.44 -2.13 0.0384
N 1.38 -1.96 -0.63 -0.1094
N 0.46 2.15 0.90 -0.1177
P -3.35 1.08 -0.70 0.4015
O -1.58 -1.41 1.17 -0.6124
C -3.98 -0.67 -0.57 -0.6072
H 2.30 -1.59 -2.44 0.1322
N 1.11 -0.50 1.82 -0.1099
H 2.13 -2.18 2.69 0.1114
C -4.67 -0.82 0.80 -0.1306
O -3.73 -2.78 -2.22 -0.3698
H -1.16 2.34 -2.90 -0.0279
H -0.43 2.58 0.67 0.0855
O -4.73 1.89 -0.57 -0.1266
H -5.37 1.49 -1.18 0.0732
O -2.38 1.50 0.38 -0.4239
H -3.15 -2.47 -2.93 0.0317
H 3.37 -2.36 -1.27 0.1133
C 0.54 1.83 2.32 -0.1958
H -1.40 0.73 -3.50 -0.0213
H -0.47 1.58 2.64 0.1203
C -1.35 1.31 -2.58 -0.2375
H 0.68 -2.45 -1.19 0.0889
C 1.58 2.82 0.29 -0.1563
C 3.12 -0.25 -1.00 -0.2562
H 3.02 -1.23 1.51 0.1078
H 2.29 -3.43 0.61 0.1083
H 1.47 0.47 3.70 0.1106
C 4.48 0.02 -1.05 -0.0374
C 2.56 -1.62 -1.38 -0.1590
H 0.60 -3.01 0.96 0.1128
H -2.10 -1.65 1.94 -0.0500
H -4.03 -0.51 1.62 0.0605
H 5.98 1.51 -0.68 0.1007
H 2.05 3.55 0.96 0.1137
Sr -0.72 -0.06 -0.42 1.3384
N 2.24 0.67 -0.62 0.1569
O -1.55 -1.81 -1.63 -0.7208
C 2.02 -1.61 1.75 -0.2192
C 4.92 1.27 -0.66 -0.0774
O -5.00 -0.64 -1.59 -0.1453
H 0.15 -0.83 2.00 0.0693
C 2.65 1.86 -0.21 -0.2522
O -2.87 1.37 -2.14 -0.3436
H 1.20 3.38 -0.58 0.1314
C 1.57 -2.60 0.66 -0.1991
H 4.31 3.19 0.13 0.1051
H 0.87 2.70 2.92 0.1082
C 1.47 0.65 2.62 -0.2202
H 5.17 -0.76 -1.36 0.1052
H -5.58 -0.21 0.81 0.0668
P -2.82 -2.34 -0.82 0.7995
H 2.51 0.92 2.37 0.1086
C 4.00 2.21 -0.22 -0.0369
H -4.95 -1.87 0.95 0.0634

***

(5)
48
Properties=species:S:1:pos:R:3:mulliken_spin:R:1 method="wB97M-V/def2-TZVPD" orbital_gap_ev="6.689 / 3.882" homo_ev="-17.202 / -18.633" largest_force_ev_per_a=4.0 total_charge=+3 s2=8.799 spin_multiplicity=6 total_energy_ev=-34800.91223
C -0.45 -2.53 -1.91 0.2449
H 3.00 1.83 4.01 0.0036
C -2.64 1.54 -0.71 -0.0094
C -3.20 -2.45 -1.83 0.1639
Ru 0.06 -0.38 0.39 3.0640
H -0.63 -3.92 -3.52 -0.0046
C 1.09 -2.60 -1.81 0.0303
N -2.25 0.53 0.29 0.1825
C 1.53 4.29 2.32 0.0013
C 3.22 2.61 3.26 0.0025
H -3.57 1.35 1.77 0.0005
H -2.48 1.13 -1.71 -0.0060
C 3.25 -1.37 -0.08 -0.0018
P 1.73 -1.06 -1.01 0.0941
H 4.05 -1.64 -0.79 0.0088
H 1.57 -2.65 -2.83 0.0242
H 4.00 2.24 2.58 0.0022
H 3.25 0.45 -1.99 0.0002
H 2.96 -0.87 -3.13 0.0034
C -1.18 -3.25 -2.86 0.2128
H 3.48 3.55 3.72 -0.0002
C 2.48 -0.20 -2.41 0.0146
H 0.48 4.40 2.66 0.0030
N -1.10 -1.59 -1.18 0.0252
O -0.34 -1.38 2.16 0.3831
H -3.72 1.72 -0.56 0.0178
H -3.05 -1.27 1.01 0.0359
H 3.51 -0.43 0.44 0.0045
H -4.27 -2.38 -1.69 -0.0002
H 1.54 -3.50 -1.38 0.0346
N 2.00 2.92 2.51 0.0807
H -2.07 2.47 -0.54 0.0048
H -0.15 0.24 -1.03 -0.0711
H 1.75 0.41 -2.92 0.0035
C -2.44 -1.62 -1.02 0.2354
H 2.19 4.89 2.93 -0.0005
H -3.17 -3.81 -3.48 0.0079
H 3.02 -2.18 0.64 0.0023
N 0.68 1.11 1.53 0.0158
C -2.57 -3.17 -2.83 -0.0247
H -2.20 0.31 2.41 0.0002
C -2.49 1.08 1.67 0.0058
C 1.38 1.95 1.95 0.1523
H 1.61 4.60 1.26 0.0031
C -3.05 -0.73 0.05 0.0419
H -1.86 1.99 1.80 -0.0007
H -4.10 -0.41 -0.19 0.0201
H -0.83 -2.23 2.02 -0.0125